No. 1
Entry from the OMol25 dataset: a cluster of 17 separate species, C68H187N17O17 in total in a non-equilibrium geometry (ωB97M-V/def2-TZVPD).

Structure (XYZ):
```
289
Properties=species:S:1:pos:R:3:mulliken_charge:R:1
C 0.165 2.062 -5.983 -1.81
C 0.400 1.516 -4.549 1.08
C 1.703 2.191 -3.895 0.12
O 2.941 1.713 -4.425 -0.25
C 4.010 2.634 -4.117 -0.57
N -0.785 1.804 -3.750 0.65
H 0.358 3.134 -5.924 0.25
H -0.772 1.819 -6.484 0.35
H 0.818 1.560 -6.696 0.39
H 0.579 0.441 -4.565 -0.27
H 1.720 1.997 -2.823 0.01
H 1.563 3.261 -4.050 -0.11
H 3.973 3.103 -3.134 0.15
H 4.079 3.443 -4.844 0.33
H 4.934 2.066 -4.224 0.16
H -0.806 2.805 -3.615 0.45
H -0.643 1.475 -2.806 -0.38
C 3.208 -2.729 -7.938 -1.39
C 1.834 -3.145 -7.354 0.74
C 0.960 -1.957 -6.865 -0.58
O -0.037 -2.540 -6.122 0.01
C -1.136 -1.809 -5.760 -0.06
N 1.226 -4.023 -8.340 -0.72
H 3.836 -2.112 -7.295 0.17
H 3.185 -2.092 -8.822 0.46
H 3.847 -3.565 -8.221 0.38
H 2.043 -3.740 -6.465 -0.06
H 0.527 -1.402 -7.698 0.52
H 1.588 -1.235 -6.344 -0.03
H -0.839 -0.896 -5.244 -0.17
H -1.916 -2.398 -5.277 -0.03
H -1.546 -1.426 -6.695 0.36
H 0.244 -4.193 -8.177 0.23
H 1.274 -3.651 -9.278 0.28
C 1.183 1.331 1.019 -0.05
C -0.331 1.585 0.869 2.12
C -1.047 0.424 0.174 -1.14
O -0.741 0.367 -1.209 0.51
C -0.678 -0.924 -1.831 1.24
N -0.836 1.699 2.224 0.50
H 1.735 2.110 1.545 -0.45
H 1.579 1.355 0.004 -0.42
H 1.340 0.348 1.463 -0.10
H -0.634 2.546 0.452 0.40
H -2.133 0.361 0.236 -0.40
H -0.797 -0.481 0.727 -0.56
H -0.378 -0.843 -2.875 -0.96
H -1.672 -1.370 -1.773 -0.01
H 0.048 -1.548 -1.309 -0.44
H -1.804 1.949 2.366 -0.15
H -0.448 2.503 2.696 -0.53
C -3.921 1.084 4.228 -1.16
C -4.508 -0.043 3.377 1.89
C -5.949 -0.450 3.701 -1.21
O -6.080 -1.071 5.014 -0.29
C -7.341 -1.532 5.326 -0.83
N -4.544 0.518 2.046 0.53
H -3.866 0.656 5.229 0.47
H -4.375 2.072 4.152 0.51
H -2.864 1.269 4.037 -0.31
H -3.921 -0.957 3.285 -1.16
H -6.247 -1.263 3.039 0.51
H -6.680 0.327 3.479 0.50
H -7.610 -2.284 4.584 0.33
H -8.084 -0.749 5.175 0.33
H -7.361 -1.899 6.352 0.24
H -5.117 -0.095 1.484 -0.55
H -5.073 1.379 2.065 0.31
C 3.908 2.283 3.172 -1.04
C 3.521 2.354 4.666 2.55
C 4.522 1.476 5.486 -0.53
O 4.077 1.429 6.821 -0.31
C 4.978 0.796 7.693 -0.83
N 3.557 3.705 5.174 -0.58
H 3.648 1.350 2.673 -0.08
H 4.989 2.389 3.073 0.51
H 3.435 3.113 2.646 -0.09
H 2.577 1.839 4.843 -1.53
H 5.528 1.893 5.437 0.63
H 4.393 0.445 5.158 -0.20
H 4.468 0.803 8.656 0.26
H 5.891 1.390 7.719 0.33
H 5.347 -0.153 7.304 0.26
H 3.103 3.633 6.073 0.28
H 4.522 3.862 5.427 0.41
C 1.390 -3.867 0.619 -0.05
C 1.278 -5.398 0.453 0.08
C 2.102 -6.267 1.479 -0.41
O 1.717 -7.606 1.130 -0.40
C 2.556 -8.597 1.680 -0.84
N -0.094 -5.770 0.445 0.44
H 0.635 -3.390 -0.006 -0.38
H 2.418 -3.566 0.416 0.49
H 1.171 -3.484 1.615 -0.25
H 1.705 -5.556 -0.537 0.22
H 1.769 -6.089 2.501 -0.10
H 3.157 -6.003 1.401 0.63
H 2.105 -9.527 1.335 0.28
H 2.617 -8.641 2.768 0.27
H 3.593 -8.481 1.363 0.33
H -0.098 -6.779 0.499 0.51
H -0.567 -5.495 1.294 -0.62
C -1.244 -1.241 4.958 -0.80
C -0.517 -0.013 5.512 1.25
C 0.043 -0.182 6.915 -1.06
O -0.997 -0.422 7.808 -0.22
C -0.653 -0.375 9.139 -0.92
N 0.489 0.393 4.534 1.08
H -1.927 -0.919 4.173 -0.57
H -1.926 -1.622 5.718 0.55
H -0.707 -2.152 4.692 0.21
H -1.180 0.852 5.541 0.02
H 0.653 0.699 7.115 0.52
H 0.694 -1.055 6.948 0.29
H -1.513 -0.417 9.808 0.25
H -0.124 0.543 9.392 0.34
H 0.077 -1.141 9.400 0.33
H 0.822 1.318 4.767 -0.51
H 0.161 0.539 3.591 -0.78
C 2.716 -2.262 -2.686 -0.26
C 3.656 -2.784 -3.757 2.00
C 4.793 -1.793 -4.130 -0.16
O 5.496 -2.188 -5.283 -0.45
C 6.639 -1.302 -5.518 -0.77
N 4.193 -4.073 -3.326 -0.89
H 1.802 -2.842 -2.557 0.52
H 2.406 -1.236 -2.886 -0.37
H 3.256 -2.249 -1.739 -0.08
H 3.082 -3.048 -4.645 -1.20
H 5.554 -1.894 -3.357 0.15
H 4.443 -0.762 -4.182 0.03
H 7.306 -1.350 -4.658 0.34
H 6.357 -0.260 -5.665 0.25
H 7.072 -1.660 -6.451 0.30
H 4.769 -4.517 -4.027 0.30
H 3.449 -4.744 -3.204 0.23
C -2.244 -4.239 -1.762 -0.03
C -2.382 -5.494 -2.591 0.36
C -2.439 -5.306 -4.117 -0.47
O -3.679 -4.691 -4.448 -0.31
C -3.959 -4.633 -5.810 -0.79
N -1.239 -6.351 -2.349 -0.77
H -1.323 -3.745 -2.070 -0.38
H -2.222 -4.465 -0.696 -0.24
H -3.050 -3.516 -1.891 0.51
H -3.330 -5.888 -2.225 0.31
H -2.388 -6.263 -4.637 0.49
H -1.559 -4.794 -4.507 0.00
H -3.910 -5.618 -6.274 0.36
H -3.391 -3.928 -6.417 0.25
H -5.019 -4.443 -5.979 0.28
H -0.403 -6.040 -2.822 0.27
H -0.931 -6.202 -1.398 0.23
C -9.358 -0.450 -0.579 -1.41
C -8.190 0.456 -0.249 -0.01
C -6.768 -0.070 -0.721 0.12
O -6.245 -1.140 0.118 -0.37
C -5.038 -1.695 -0.436 -0.90
N -8.447 1.768 -0.918 -0.48
H -9.461 -0.474 -1.663 0.35
H -10.242 -0.067 -0.070 0.39
H -9.166 -1.494 -0.328 0.32
H -8.080 0.698 0.808 0.23
H -6.070 0.766 -0.698 -0.38
H -6.831 -0.351 -1.772 0.62
H -4.610 -2.270 0.386 0.24
H -4.359 -0.951 -0.854 0.33
H -5.314 -2.459 -1.163 0.49
H -9.185 2.352 -0.552 0.23
H -8.630 1.634 -1.902 0.23
C 0.854 5.080 2.410 -1.23
C 0.400 5.076 3.947 0.10
C -1.065 5.513 4.124 -0.58
O -1.228 6.887 3.798 -0.37
C -0.929 7.863 4.819 -0.73
N 0.603 3.740 4.514 -0.12
H 1.820 4.576 2.408 0.25
H 0.911 6.073 1.963 0.55
H 0.170 4.458 1.832 0.06
H 1.030 5.762 4.512 0.76
H -1.389 5.443 5.162 0.50
H -1.677 4.909 3.455 -0.04
H -1.770 7.907 5.510 0.28
H -0.620 8.807 4.370 0.28
H -0.025 7.592 5.365 0.30
H 1.612 3.728 4.528 -0.27
H 0.504 3.811 5.517 0.28
C 8.323 -0.274 0.533 -1.56
C 6.984 -0.869 0.965 0.68
C 5.866 -0.656 -0.053 -0.08
O 5.405 0.649 -0.251 -0.50
C 4.358 0.713 -1.223 1.00
N 7.038 -2.306 1.175 -0.50
H 8.353 0.810 0.641 0.35
H 8.527 -0.489 -0.516 0.27
H 9.113 -0.669 1.173 0.50
H 6.731 -0.414 1.922 0.00
H 4.989 -1.243 0.218 0.01
H 6.097 -1.031 -1.050 0.05
H 3.607 -0.015 -0.916 -0.33
H 4.645 0.448 -2.241 -0.16
H 3.893 1.698 -1.241 -0.16
H 7.993 -2.447 1.473 0.26
H 6.927 -2.835 0.322 0.21
C -0.489 -5.717 5.126 -1.29
C -2.001 -5.630 4.841 0.65
C -2.248 -5.665 3.322 -1.15
O -1.463 -4.666 2.675 -0.09
C -2.114 -3.476 2.320 -0.60
N -2.600 -6.730 5.604 -0.71
H -0.383 -5.488 6.186 0.37
H 0.180 -5.061 4.569 0.14
H -0.150 -6.749 5.028 0.34
H -2.379 -4.695 5.255 0.25
H -3.335 -5.645 3.236 0.24
H -1.915 -6.613 2.899 0.58
H -2.576 -3.705 1.359 0.02
H -1.372 -2.699 2.135 -0.16
H -2.929 -3.272 3.013 0.55
H -3.499 -6.462 5.977 0.29
H -2.835 -7.449 4.935 0.29
C 3.314 8.567 -4.426 -1.64
C 2.795 7.145 -4.028 0.56
C 2.877 6.776 -2.515 -0.76
O 2.546 5.449 -2.350 0.14
C 2.594 5.007 -1.005 -1.00
N 1.383 7.197 -4.381 -0.45
H 3.090 8.853 -5.454 0.42
H 4.398 8.575 -4.307 0.39
H 2.826 9.288 -3.772 0.33
H 3.312 6.409 -4.644 0.15
H 2.333 7.514 -1.927 0.30
H 3.912 6.862 -2.185 0.48
H 1.829 5.586 -0.488 0.54
H 3.562 5.104 -0.513 0.58
H 2.379 3.940 -1.064 -0.20
H 1.102 6.250 -4.171 -0.17
H 0.718 7.726 -3.837 0.39
C -2.952 5.604 -6.612 -1.70
C -2.209 4.681 -5.602 1.17
C -1.846 5.414 -4.306 -0.60
O -1.075 4.575 -3.441 0.03
C -0.665 5.079 -2.157 -0.61
N -3.085 3.502 -5.312 -0.22
H -3.505 4.960 -7.295 0.41
H -2.241 6.281 -7.087 0.45
H -3.753 6.127 -6.091 0.40
H -1.230 4.420 -6.003 -0.37
H -2.717 5.626 -3.686 -0.04
H -1.300 6.345 -4.459 0.42
H -1.534 5.240 -1.519 0.37
H 0.025 5.919 -2.244 0.25
H -0.173 4.253 -1.645 -0.16
H -2.969 2.912 -6.123 0.26
H -2.610 3.069 -4.532 -0.54
C -6.886 4.850 -2.380 -1.32
C -5.546 4.545 -3.050 0.39
C -4.843 3.292 -2.389 0.85
O -4.302 3.606 -1.067 -0.59
C -3.611 2.531 -0.529 1.04
N -5.803 4.402 -4.486 -0.69
H -6.683 4.971 -1.315 0.29
H -7.628 4.072 -2.562 0.15
H -7.318 5.770 -2.774 0.41
H -4.871 5.378 -2.851 0.14
H -3.977 3.054 -3.008 -0.36
H -5.451 2.388 -2.422 0.01
H -2.771 2.206 -1.142 0.02
H -4.262 1.682 -0.324 -0.85
H -3.247 2.939 0.414 0.02
H -4.918 4.256 -4.949 0.26
H -6.340 3.550 -4.566 0.30
C 3.351 -1.538 3.259 0.97
C 3.952 -2.715 4.008 0.70
C 2.980 -3.694 4.682 0.33
O 3.636 -4.506 5.713 -0.52
C 2.772 -5.500 6.247 -0.61
N 4.806 -3.493 3.086 -0.48
H 4.055 -1.145 2.526 -0.22
H 2.943 -0.783 3.931 -0.33
H 2.481 -1.867 2.691 -0.59
H 4.578 -2.374 4.832 0.10
H 2.495 -4.257 3.885 -0.50
H 2.167 -3.171 5.186 0.09
H 2.304 -6.158 5.514 0.13
H 1.967 -4.931 6.712 0.26
H 3.160 -6.176 7.009 0.37
H 5.459 -2.883 2.616 0.00
H 5.307 -4.179 3.632 0.31
```

The calculation puts the relative energy (zero: lowest compared OMol25 entry of this formula, charge and spin) at 4.699 eV. The HOMO-LUMO gap comes out at 0.3271 Ha. Its total energy is -133675.65606 eV. Its LUMO energy is 0.5 eV. For the HOMO energy, the calculation gives -8.39 eV.

No. 2
Entry from the OMol25 dataset: a cluster of 10 separate species, C20H60O10 in total in a non-equilibrium geometry (ωB97M-V/def2-TZVPD).

Structure (XYZ):
```
90
Properties=species:S:1:pos:R:3:mulliken_charge:R:1
C 2.008 -5.157 2.242 -0.84
C 2.010 -4.402 0.944 0.01
O 0.705 -3.872 0.644 -0.54
H 1.264 -5.952 2.212 0.26
H 1.613 -4.433 2.955 0.08
H 2.971 -5.514 2.608 0.35
H 2.169 -5.042 0.076 0.33
H 2.821 -3.673 0.952 0.01
H 0.721 -2.919 0.752 0.24
C 4.645 2.952 1.172 -1.28
C 3.865 1.820 0.408 0.31
O 4.076 2.112 -0.981 -0.58
H 3.944 3.786 1.162 0.30
H 5.598 3.275 0.753 0.32
H 4.776 2.737 2.233 0.38
H 2.797 1.820 0.626 0.03
H 4.275 0.843 0.667 0.17
H 3.841 1.332 -1.488 0.38
C 5.927 -1.612 -1.705 -1.34
C 4.518 -1.416 -1.050 -0.24
O 3.620 -0.456 -1.694 -0.37
H 5.721 -1.858 -2.747 0.31
H 6.359 -2.465 -1.181 0.41
H 6.506 -0.689 -1.705 0.30
H 4.529 -1.368 0.039 0.40
H 4.036 -2.388 -1.159 0.32
H 3.377 -0.659 -2.601 0.09
C -1.127 -0.577 0.113 -1.12
C 0.172 -0.550 -0.671 0.32
O 1.307 -0.761 0.105 -0.56
H -1.290 0.258 0.795 0.15
H -1.201 -1.483 0.714 0.44
H -2.001 -0.757 -0.513 0.23
H 0.391 0.480 -0.954 0.12
H 0.267 -1.217 -1.527 0.16
H 1.979 -0.806 -0.579 0.33
C 1.458 3.122 -2.932 -0.38
C 1.483 3.997 -1.680 -0.09
O 2.782 4.609 -1.899 -0.58
H 1.306 3.740 -3.816 0.42
H 0.650 2.408 -2.776 -0.17
H 2.332 2.494 -3.106 0.18
H 1.541 3.447 -0.741 0.03
H 0.628 4.664 -1.568 0.28
H 3.390 3.965 -1.530 0.38
C -0.169 -1.820 -4.862 -1.12
C 0.625 -0.595 -4.474 0.07
O 1.841 -1.058 -3.938 -0.44
H 0.427 -2.440 -5.532 0.36
H -1.106 -1.558 -5.354 0.36
H -0.272 -2.440 -3.972 0.27
H 0.164 0.010 -3.693 -0.18
H 0.907 0.081 -5.282 0.47
H 2.392 -1.343 -4.670 0.24
C -2.921 1.644 -2.172 -1.09
C -2.237 2.736 -1.351 0.96
O -2.710 4.006 -1.774 -0.60
H -2.752 1.854 -3.228 0.41
H -3.995 1.596 -1.993 0.21
H -2.514 0.633 -2.180 0.17
H -1.156 2.678 -1.478 -0.32
H -2.495 2.724 -0.292 -0.08
H -2.190 4.654 -1.293 0.32
C -5.054 -1.651 1.133 -0.96
C -5.520 -0.194 0.837 0.57
O -5.624 0.082 -0.541 -0.49
H -4.119 -1.841 0.605 0.17
H -5.708 -2.373 0.644 0.40
H -5.041 -1.998 2.167 0.23
H -4.910 0.498 1.418 -0.43
H -6.477 0.085 1.279 0.47
H -5.687 1.036 -0.621 0.36
C -3.891 3.317 3.166 -1.24
C -3.286 1.894 3.261 0.60
O -4.037 1.052 4.128 -0.24
H -3.302 3.998 2.552 0.38
H -4.173 3.799 4.102 0.38
H -4.818 3.171 2.610 0.32
H -2.265 2.118 3.570 0.36
H -3.139 1.316 2.349 -0.26
H -3.519 0.264 4.307 0.43
C -0.809 -2.650 4.102 -1.00
C -1.843 -1.764 4.734 -0.35
O -2.963 -1.432 3.963 -0.52
H -0.347 -2.135 3.260 0.12
H -1.106 -3.618 3.699 0.44
H -0.023 -2.853 4.829 0.42
H -1.412 -0.842 5.124 0.37
H -2.265 -2.188 5.646 0.32
H -3.259 -2.288 3.646 0.22
```

The calculation puts the relative energy (zero: lowest compared OMol25 entry of this formula, charge and spin) at 1.882 eV. The HOMO-LUMO gap (alpha / beta) comes out at 0.3225 / 0.0584 Ha. Its total energy is -42173.95841 eV. Its LUMO energy (alpha / beta) is -2.5 / -9.5 eV. As for the net charge: +1. For the HOMO energy (alpha / beta), the calculation gives -11.26 / -11.13 eV. Its spin multiplicity is 2.

No. 3
Entry from the OMol25 dataset: a cluster of 2 separate species, C24H22N3 in total in a non-equilibrium geometry (ωB97M-V/def2-TZVPD).

Structure (XYZ):
```
49
Properties=species:S:1:pos:R:3:nbo_charge:R:1
C -3.049 -0.476 -0.110 -0.67
C -1.839 -0.727 -0.907 0.34
N -1.892 -0.939 -2.244 -0.31
C -3.129 -1.047 -3.004 -0.42
C -0.608 -1.178 -2.738 0.11
C 0.309 -1.060 -1.672 0.00
C 1.663 -1.246 -1.931 -0.21
C 2.034 -1.648 -3.233 -0.21
C 1.092 -1.848 -4.281 -0.20
C -0.261 -1.601 -4.015 -0.22
C -0.484 -0.802 -0.463 -0.21
C -0.040 -0.740 0.863 0.10
C 1.272 -1.200 1.267 -0.18
C 1.741 -2.447 0.815 -0.18
C 2.908 -3.020 1.293 -0.21
C 3.702 -2.336 2.238 -0.18
C 3.251 -1.091 2.703 -0.22
C 2.060 -0.536 2.226 -0.13
H -2.765 -0.507 0.937 0.23
H -3.542 0.491 -0.310 0.25
H -3.799 -1.257 -0.294 0.25
H -2.905 -1.306 -4.046 0.23
H -3.754 -1.866 -2.585 0.22
H -3.706 -0.096 -2.973 0.23
H 2.396 -1.039 -1.140 0.24
H 3.090 -1.849 -3.433 0.23
H 1.415 -2.195 -5.273 0.24
H -1.047 -1.752 -4.755 0.22
H -0.912 -0.833 1.668 0.24
H 1.119 -3.007 0.107 0.23
H 3.213 -4.007 0.937 0.23
H 4.623 -2.799 2.638 0.23
H 3.836 -0.573 3.464 0.23
H 1.713 0.401 2.635 0.20
C -0.113 4.078 -0.124 -0.20
C -0.057 2.682 0.065 -0.23
C -0.355 2.199 1.348 0.16
C -0.687 3.094 2.369 0.09
C -0.738 4.475 2.206 -0.21
C -0.448 4.961 0.917 -0.19
N -0.927 2.314 3.511 -0.50
C -0.753 1.022 3.170 0.24
N -0.391 0.917 1.901 -0.45
H 0.121 4.450 -1.124 0.23
H 0.194 1.938 -0.697 0.24
H -0.984 5.116 3.047 0.23
H -0.473 6.034 0.690 0.24
H -1.155 2.634 4.442 0.44
H -0.938 0.224 3.896 0.24
```

The calculation puts the relative energy (zero: lowest compared OMol25 entry of this formula, charge and spin) at 0.211 eV. The HOMO-LUMO gap comes out at 0.2940 Ha. Its total energy is -29708.84997 eV. Its LUMO energy is -3.1 eV. As for the net charge: +1. For the HOMO energy, the calculation gives -11.05 eV.